one.
Formula: C2H4INO2
Source: OMol25
Level of theory: wB97M-V/def2-TZVPD

Atoms and positions in Å:
H1 -2.05369 0.25364 0.15402
C1 -1.15538 0.89111 0.29041
H2 -0.84232 0.96681 1.31109
O1 1.41189 -1.80807 0.80824
N1 0.64246 -1.36964 -0.04074
H3 0.27339 0.33267 -1.30936
H4 -1.34262 1.77914 -0.32264
O2 -0.39605 -1.95436 -0.44501
C2 0.86023 -0.08353 -0.48127
I1 2.60211 0.99223 0.03525

Summary:
frontier orbital gap (alpha / beta)	0.281 / 0.293	Eh
E_LUMO (alpha / beta)	-1.81 / -1.34	eV
E_HOMO (alpha / beta)	-9.4480 / -9.3226	eV

Here is what natural (NBO) gives for the atomic charges, in e: H 0.21; C -0.43; H 0.20; O -0.37; N 0.40; H 0.25; H 0.19; O -0.41; C -0.28; I 0.23


two.
Formula: C2H4INO2
Source: OMol25
Level of theory: wB97M-V/def2-TZVPD

Atoms and positions in Å:
C1 1.66709 -0.48939 0.67201
H1 -0.52769 0.51862 -1.76245
O1 -1.99499 0.04165 0.99788
O2 -2.07656 1.75336 -0.38283
I1 3.41447 0.09678 -0.06780
H2 1.22416 0.06561 1.53042
C2 -0.79252 -0.07163 -0.87067
H3 1.25364 -1.47508 0.53473
N1 -1.71367 0.66877 -0.02815
H4 -0.45395 -1.10867 -0.62315

Summary:
frontier orbital gap (alpha / beta)	0.345 / 0.253	Eh
E_LUMO (alpha / beta)	-0.75 / -1.74	eV
E_HOMO (alpha / beta)	-10.1396 / -8.6209	eV

Here is what natural (NBO) gives for the atomic charges, in e: C -0.62; H 0.20; O -0.40; O -0.36; I 0.26; H 0.21; C -0.14; H 0.19; N 0.45; H 0.22


Which of them is the most stable, and which is the least stable? one and two, in that order.


one.
Formula: C6H14N2
Source: OMol25
Level of theory: wB97M-V/def2-TZVPD

Atoms and positions in Å:
C1 1.74851 1.19096 0.19569
H1 -0.80231 -2.75543 0.34826
N1 -1.49979 0.49069 -0.88994
H2 1.10840 -0.46226 -1.84917
C2 0.77720 -1.29340 -1.22925
H3 0.69092 0.26063 1.82626
N2 -1.42254 2.40080 0.68344
H4 0.01531 -1.86565 -1.75980
H5 -2.42492 0.23398 -1.22414
C3 0.22242 -0.84467 0.09084
H6 1.99138 1.98789 0.89858
H7 2.65728 0.62302 -0.01388
H8 0.29535 -2.27745 1.66705
H9 -1.24392 -1.49222 1.50586
H10 -0.89551 2.92092 -0.01903
H11 1.48097 1.65773 -0.75508
H12 -2.10449 0.56376 1.08345
C4 0.63120 0.33820 0.74372
H13 -1.03460 1.04883 -1.59790
C5 -0.42136 -1.91369 0.92621
C6 -1.41912 1.12250 0.44240
H14 1.64964 -1.93513 -1.07356

Summary:
frontier orbital gap	0.316	Eh
E_LUMO	0.89	eV
E_HOMO	-7.7183	eV
SMILES	[H]/N=C\N.CC=C(C)C

Here is what natural (NBO) gives for the atomic charges, in e: C -0.64; H 0.21; N -0.89; H 0.22; C -0.67; H 0.21; N -0.68; H 0.22; H 0.38; C 0.21; H 0.22; H 0.21; H 0.23; H 0.22; H 0.32; H 0.20; H 0.16; C -0.33; H 0.36; C -0.67; C 0.28; H 0.23


two.
Formula: C6H14N2
Source: OMol25
Level of theory: wB97M-V/def2-TZVPD

Atoms and positions in Å:
C1 1.67746 0.23534 1.42584
N1 0.50788 -0.80005 -0.32402
H1 0.65710 0.79084 -2.82036
C2 1.21564 -0.12387 -2.58106
C3 0.48775 -0.99379 -1.61096
H2 1.40961 -0.65725 -3.51164
H3 -1.38436 0.98450 -1.26943
H4 -0.77648 0.60436 2.40743
H5 2.15466 0.21790 -2.13475
H6 1.38280 -0.65829 1.99389
H7 -0.10787 -1.83057 -1.95762
H8 -2.74799 0.95416 -0.14876
H9 1.51151 1.13211 2.03079
H10 -2.25205 -0.35275 2.21701
C4 -1.65261 0.97362 -0.21462
H11 -0.70594 -1.17568 2.36253
N2 1.04992 0.39015 0.14035
C5 -1.18940 -0.29180 1.95119
C6 -1.13272 -0.26287 0.45806
H12 2.76465 0.14383 1.28143
H13 -1.28177 1.87927 0.25660
H14 -1.58779 -1.15916 0.04810

Summary:
frontier orbital gap (alpha / beta)	0.256 / 0.287	Eh
E_LUMO (alpha / beta)	0.57 / 0.53	eV
E_HOMO (alpha / beta)	-6.3994 / -7.2732	eV

Here is what natural (NBO) gives for the atomic charges, in e: C -0.45; N -0.24; H 0.22; C -0.67; C -0.01; H 0.21; H 0.23; H 0.22; H 0.24; H 0.17; H 0.18; H 0.22; H 0.19; H 0.23; C -0.66; H 0.23; N -0.39; C -0.67; C 0.14; H 0.20; H 0.22; H 0.19


three.
Formula: C6H14N2
Source: OMol25
Level of theory: wB97M-V/def2-TZVPD

Atoms and positions in Å:
H1 2.55676 0.79230 -0.12807
C1 0.89192 2.86851 -0.02990
H2 1.41477 -0.45071 -0.25395
H3 -1.41078 1.77071 -0.59732
H4 1.20068 3.35392 -0.93811
H5 -2.38011 -0.73717 0.66803
H6 -0.31071 -0.85241 -1.54532
H7 1.68758 2.95332 0.72649
H8 -1.97676 -0.19748 -1.65350
C2 -1.13089 -0.35134 -1.01808
C3 -0.56031 -1.61501 1.12289
H9 1.26213 -2.46046 1.21627
N1 1.59814 0.51601 -0.01415
H10 -2.07041 -2.15965 -0.28920
N2 0.57863 -2.26896 0.50287
H11 -1.02637 -2.23007 1.88992
C4 0.57478 1.39634 -0.26391
C5 -0.63637 1.02967 -0.59701
H12 -0.19728 -0.69776 1.59583
H13 0.26673 -3.13416 0.09493
H14 -0.00603 3.36134 0.37324
C6 -1.59548 -1.23974 0.10483

Summary:
frontier orbital gap	0.320	Eh
E_LUMO	1.12	eV
E_HOMO	-7.5787	eV
SMILES	C/C(N)=C/CCCN

Here is what natural (NBO) gives for the atomic charges, in e: H 0.38; C -0.64; H 0.41; H 0.19; H 0.22; H 0.20; H 0.20; H 0.21; H 0.21; C -0.43; C -0.22; H 0.36; N -0.85; H 0.19; N -0.85; H 0.17; C 0.20; C -0.32; H 0.20; H 0.36; H 0.22; C -0.39


Which of them is the most stable, and which is the least stable? three and two, in that order.


one.
Formula: C21H64N14O9
Source: OMol25
Level of theory: wB97M-V/def2-TZVPD

Atoms and positions in Å:
O1 2.00604 -1.44631 -4.88801
H1 3.43007 2.11430 1.91678
C1 -2.26565 -0.84687 4.09620
H2 4.16023 -4.29618 4.93346
C2 2.67829 2.88590 2.08280
H3 2.67501 1.94577 -0.43149
H4 2.75675 -6.60806 1.80393
H5 -3.50917 -0.14955 5.69970
H6 -1.01457 4.43611 -4.58581
C3 -2.68130 -0.39413 1.87481
O2 -3.26465 -1.61364 -3.03109
H7 1.12895 1.12569 4.61330
H8 0.63573 1.31234 -5.32544
H9 2.58520 3.57131 -1.10288
H10 1.19577 0.07065 0.15702
C4 2.98080 -5.26747 3.38753
H11 -5.32840 -0.97673 -0.77402
H12 -1.21844 2.73585 -6.21874
H13 0.11740 -1.59534 -3.21530
H14 -0.61728 2.35631 3.12415
O3 2.40568 3.57642 0.85967
N1 -0.03925 -1.82376 -4.18658
H15 -1.51536 1.35288 6.72369
H16 -4.14478 0.51198 -4.09451
H17 0.08722 -2.98088 2.15215
N2 -1.43098 -0.05857 -1.37978
H18 4.08375 3.02185 -0.24578
H19 0.97485 4.72446 0.09615
H20 -2.03520 -1.00780 7.31588
H21 2.67107 1.31978 4.16832
H22 5.00027 -5.68733 4.43710
H23 5.07356 -4.36440 3.40410
H24 -0.03718 3.24398 1.80503
H25 -4.40518 -0.11867 -5.64946
C5 0.24470 2.94771 2.81541
H26 -2.23315 5.82460 -0.24774
N3 5.04589 -0.10011 -0.74915
H27 5.56152 0.05606 -1.60345
O4 -2.60179 0.15347 3.16181
H28 -2.20564 -2.18101 6.32726
H29 3.00199 -7.23840 3.28658
N4 -1.91386 5.19852 -0.97312
H30 -1.63882 0.89586 -1.12292
C6 0.88690 -1.81069 -5.06603
H31 -2.84367 0.33602 1.08196
C7 4.36668 -4.89206 4.04441
H32 1.91894 -4.64634 1.67120
C8 1.01271 -2.43841 2.34531
C9 -1.58428 1.04755 5.67960
H33 3.05016 3.64927 2.76623
N5 3.44849 -0.91426 -1.99581
H34 -0.34213 -2.55292 -6.41317
H35 -1.76103 -0.91260 1.60576
N6 3.24339 -6.46932 2.67802
H36 -2.83490 -1.76820 3.97286
H37 -1.93040 1.87903 5.06564
H38 -0.15175 6.09342 0.06193
C10 3.79455 -0.52116 -0.85273
H39 -1.71800 0.39210 -5.73908
C11 -1.11143 2.46159 -5.16925
O5 1.90241 -3.13414 3.18895
O6 -3.31067 1.68203 -5.40854
H40 1.39315 -2.26163 -6.84930
H41 -5.40640 -3.03158 -1.31696
H42 5.33593 0.10195 0.19697
H43 2.25829 -5.46211 4.18012
H44 0.69917 -1.50903 2.82075
H45 -1.20114 3.42538 -3.43744
H46 -1.27525 -1.19090 3.79811
H47 2.46391 -1.08308 -2.14486
N7 1.78293 1.79606 4.23513
O7 0.21001 -1.54529 -1.34732
C12 -0.76963 4.50471 -0.92235
H48 0.38852 1.92071 -3.66482
H49 4.12403 -0.88683 -2.74613
H50 -2.55431 4.68555 -1.56202
N8 -1.49805 3.57083 -4.39179
H51 -2.04672 0.80531 -4.04411
N9 0.62387 -2.34850 -6.20064
H52 1.48111 -2.10123 1.42064
C13 -4.31500 0.83132 -5.12269
C14 -4.18485 -1.65042 -2.25763
H53 -0.01902 1.31208 -0.06986
C15 -0.29020 -0.47255 -0.98756
H54 0.51358 3.85747 3.35220
H55 1.00487 3.04731 -4.80713
C16 2.99540 2.97743 -0.28610
C17 1.50092 2.08349 2.85350
C18 2.53910 -4.16980 2.43041
N10 -4.55333 -0.76569 -1.38625
H56 3.39431 -3.75559 1.89642
O8 3.05237 -0.47837 0.09936
H57 -0.90137 -2.21944 -4.53340
N11 0.08922 5.13773 -0.15873
H58 -4.03192 0.09143 -1.26971
H59 -3.46313 -1.15281 1.83948
H60 -4.40899 -3.56135 -2.58979
N12 -1.80307 -1.25546 6.36463
N13 -4.75646 -2.78244 -2.04881
N14 0.27579 0.34962 -0.15270
H61 -5.29075 1.29866 -5.25535
H62 -0.55494 0.79097 5.42918
H63 1.34379 1.11622 2.37622
O9 -0.57655 3.41493 -1.33625
C19 -2.44814 -0.25948 5.47560
C20 0.35443 2.17663 -4.72380
H64 -1.91785 -0.65783 -2.03089
C21 -1.99401 1.19833 -5.05943

Summary:
frontier orbital gap	0.315	Eh
E_LUMO	0.28	eV
E_HOMO	-8.2941	eV
SMILES	COC[C@H](C)N.COC[C@H](C)N.COC[C@H](C)N.COC[C@H](C)N.NC(N)=O.NC(N)=O.NC(N)=O.NC(N)=O.NC(N)=O

These are the Mulliken partial charges, in e, on atoms 1 to 99: O -0.69; H 0.37; C -0.59; H 0.32; C -1.05; H 0.05; H 0.20; H 0.29; H 0.30; C -0.40; O -0.64; H 0.31; H 0.26; H 0.28; H -0.72; C 0.56; H 0.20; H 0.37; H -0.14; H 0.07; O -0.40; N 0.11; H 0.44; H -0.07; H 0.28; N 0.57; H 0.30; H 0.19; H 0.23; H 0.33; H 0.40; H 0.30; H 0.03; H 0.29; C -1.28; H 0.21; N -0.46; H 0.15; O -0.37; H 0.22; H 0.24; N -0.52; H -0.01; C 0.78; H 0.08; C -1.36; H 0.30; C -0.14; C -1.28; H 0.34; N -0.19; H 0.15; H 0.12; N -0.67; H 0.48; H 0.27; H 0.15; C 0.68; H 0.31; C 0.17; O -0.40; O -0.41; H 0.26; H 0.13; H 0.25; H 0.30; H -0.41; H 0.13; H 0.16; H 0.05; N -0.74; O -1.09; C 0.63; H 0.04; H 0.12; H 0.26; N -0.66; H -0.46; N -0.48; H 0.42; C -0.46; C 0.77; H -0.38; C 0.40; H 0.47; H 0.43; C -0.47; C 1.77; C -0.69; N -0.31; H 0.29; O -0.62; H 0.10; N -0.31; H 0.15; H 0.40; H 0.23; N -0.73; N -0.51


two.
Formula: C21H64N14O9
Source: OMol25
Level of theory: wB97M-V/def2-TZVPD

Atoms and positions in Å:
H1 -2.33997 0.08714 4.10835
C1 -1.39376 -4.11944 3.08365
N1 -3.62386 -1.08589 -3.46157
H2 1.60838 -4.35835 -0.57575
N2 -1.34906 0.04470 4.25340
H3 3.36667 -2.97540 -4.54593
H4 4.57012 2.40081 1.14404
C2 -0.91093 3.99960 3.26960
N3 0.13516 0.43497 -7.78972
H5 0.49477 -1.42450 -3.03227
H6 0.44518 2.25200 8.13575
H7 -0.58694 1.43202 6.93424
O1 2.22976 3.82300 -0.37748
C3 3.29534 3.23947 -0.22271
O2 -5.44486 -0.27049 -2.39380
C4 -1.32825 3.74980 5.53679
C5 1.68177 0.24891 -3.27031
N4 -0.81134 0.15577 -3.41808
O3 1.09564 2.14601 -6.64106
H8 1.73930 -0.00795 -4.33449
H9 -1.50678 3.15343 2.89899
H10 2.57528 -0.10997 -2.76172
H11 3.49805 3.63210 1.76668
C6 3.76552 -3.48969 -3.66334
H12 -0.79197 0.79687 3.88662
H13 0.88649 2.18487 6.41370
C7 -0.80926 -0.64819 5.30216
H14 4.34973 -5.28843 -4.89161
H15 -2.73902 -5.06458 4.28779
N5 -1.76013 -4.77434 4.36537
H16 1.12979 3.13703 -5.08475
N6 -3.32475 0.20025 -1.64180
C8 -2.66038 -1.12386 1.39580
C9 0.94039 -3.96414 -1.34726
C10 0.39303 -0.38117 -2.72026
H17 -0.54131 -5.99944 2.46246
N7 -1.71129 3.79807 7.95488
C11 -2.42388 -3.06720 2.68330
H18 -0.67763 -0.13984 -7.91224
H19 -0.42180 -3.66088 3.27640
O4 0.03000 1.20251 -1.01559
H20 -3.33853 -3.52339 2.28355
O5 -1.10851 3.87952 -4.41629
H21 -1.86004 4.71419 5.57322
C12 0.06101 2.29093 7.11622
H22 -2.99126 -0.54000 2.25673
H23 -3.55393 -1.47649 0.86349
H24 1.05887 -0.64185 -0.62944
H25 1.02225 0.07726 -8.08969
H26 -2.13225 -5.69523 1.78641
C13 0.04995 1.59048 0.33681
H27 1.06873 1.56150 0.73079
H28 -2.62940 -2.54943 3.62870
H29 1.95685 3.57441 -3.64741
H30 -0.71534 -4.83011 1.15113
H31 -2.69467 -1.27581 5.75227
H32 -1.85312 -4.04790 5.07786
H33 -1.91959 1.17146 -6.55913
C14 3.87202 -4.96901 -3.96673
H34 -2.62935 -0.93508 -3.60564
C15 -1.18455 -5.22065 2.05543
H35 -4.18850 -1.60068 -4.10729
H36 1.64925 1.33857 -3.33607
H37 3.43268 2.51883 -2.08989
H38 3.44008 -3.78162 -1.62693
C16 -0.68853 3.58698 6.90376
N8 -0.18340 4.01573 -2.35833
O6 1.62209 -3.90753 -2.59552
H39 5.08689 -1.94548 -3.74009
H40 -0.12073 4.12983 2.53043
H41 0.48208 -3.04189 -0.98059
H42 -1.08275 4.05990 -1.91972
H43 2.86928 -5.40993 -4.01202
N9 3.89379 3.12648 0.99663
H44 -2.13731 -0.46886 0.70909
H45 -0.93079 1.07648 -2.97644
H46 5.70636 -3.37246 -4.11639
N10 1.14099 3.68315 -4.22010
C17 -0.09656 3.89844 -3.71141
H47 -1.18141 2.57662 -5.78519
H48 4.25877 -5.52934 -3.10707
C18 0.09638 1.49070 -6.92796
H49 0.15881 -4.70184 -1.53014
H50 -2.34824 0.15335 -1.88907
N11 -1.72998 -1.39276 6.01050
H51 -0.66932 -0.65565 -0.87037
H52 2.76569 -2.22038 -2.25474
O7 -0.35493 3.71479 4.53438
H53 0.64998 4.04558 -1.78896
H54 -1.52514 4.90069 3.33095
H55 -2.11540 2.99087 5.40798
O8 0.37832 -0.62738 5.54906
O9 -1.85479 -2.22559 1.71098
H56 -1.52385 -1.54687 6.98172
C19 0.26153 -0.18891 -1.22588
N12 -1.12557 1.75984 -6.39302
H57 0.02971 4.41726 6.99026
H58 -1.25560 3.71316 8.85776
H59 -0.51290 0.50557 -4.33082
C20 -4.23118 -0.35120 -2.48019
C21 2.88274 -3.29406 -2.43650
N13 5.12203 -2.91070 -3.42520
H60 -0.58338 0.97765 0.99348
H61 4.92300 2.35669 -1.20582
H62 -1.95584 4.78427 7.90034
N14 3.98579 2.70488 -1.27394
H63 -3.61023 0.73811 -0.84695
H64 -0.38221 2.58832 0.39880

Summary:
frontier orbital gap	0.349	Eh
E_LUMO	0.19	eV
E_HOMO	-9.3172	eV
SMILES	COC[C@H](C)N.COC[C@H](C)N.COC[C@H](C)N.COC[C@H](C)N.NC(N)=O.NC(N)=O.NC(N)=O.NC(N)=O.NC(N)=O

These are the Mulliken partial charges, in e, on atoms 1 to 99: H 0.22; C 0.55; N -0.32; H 0.43; N -0.13; H 0.21; H 0.18; C -0.63; N -0.45; H 0.30; H 0.45; H 0.12; O -0.67; C 0.74; O -0.70; C -0.66; C -1.03; N -0.51; O -0.77; H 0.46; H 0.22; H 0.51; H 0.23; C 0.56; H 0.02; H 0.33; C 0.49; H 0.43; H 0.29; N -0.77; H 0.27; N -0.20; C 0.13; C -0.67; C 0.92; H 0.41; N -0.76; C -0.45; H 0.17; H 0.27; O 0.32; H 0.32; O -0.79; H 0.36; C -1.24; H 0.24; H 0.40; H 0.68; H 0.23; H 0.34; C -0.61; H 0.25; H 0.06; H 0.21; H 0.10; H 0.20; H 0.27; H 0.18; C -1.49; H 0.30; C -1.32; H 0.18; H -0.47; H 0.13; H 0.49; C 0.54; N -0.20; O -0.37; H 0.27; H 0.20; H 0.09; H 0.18; H 0.34; N -0.47; H -0.71; H 0.24; H 0.28; N -0.41; C 0.66; H 0.23; H 0.36; C 0.78; H 0.33; H 0.27; N -0.42; H 0.01; H -0.20; O -0.32; H 0.16; H 0.36; H 0.29; O -0.66; O -0.15; H 0.25; C -1.23; N -0.37; H 0.22; H 0.26; H -0.06


Which of them is the most stable, and which is the least stable? two and one, in that order.